[1]
DFT (ωB97M-V/def2-TZVPD) results for a single C22H20N2O2 molecule.

CARTESIAN COORDINATES (ANGSTROEM)
C  -4.56  -1.44  0.15
N  -3.14  -1.42  -0.13
C  -2.31  -2.16  0.65
O  -2.72  -2.88  1.55
C  -0.85  -2.07  0.34
C  -0.29  -2.76  -0.73
C  1.07  -2.67  -0.98
C  1.88  -1.89  -0.17
C  1.33  -1.25  0.94
C  -0.02  -1.35  1.19
H  -0.44  -0.87  2.06
H  1.97  -0.69  1.61
N  3.24  -1.78  -0.47
C  4.06  -0.69  -0.33
O  5.26  -0.79  -0.46
C  3.39  0.62  -0.09
C  2.31  1.03  -0.87
C  1.74  2.27  -0.67
C  2.24  3.12  0.30
C  3.33  2.72  1.07
C  3.91  1.49  0.87
H  4.76  1.17  1.45
H  3.73  3.39  1.82
H  1.80  4.09  0.46
H  0.91  2.59  -1.28
H  1.92  0.37  -1.64
H  3.70  -2.61  -0.83
H  1.50  -3.20  -1.82
H  -0.92  -3.36  -1.37
C  -2.70  -0.50  -1.15
C  -2.75  0.93  -0.67
C  -1.67  1.46  0.03
C  -1.72  2.76  0.52
C  -2.85  3.54  0.31
C  -3.92  3.02  -0.39
C  -3.87  1.72  -0.88
H  -4.71  1.33  -1.43
H  -4.80  3.62  -0.56
H  -2.89  4.55  0.69
H  -0.87  3.16  1.06
H  -0.78  0.87  0.19
H  -3.37  -0.62  -2.02
H  -1.69  -0.75  -1.46
H  -4.74  -2.18  0.93
H  -4.89  -0.46  0.51
H  -5.11  -1.70  -0.75

Computed properties:
energy above the lowest of the compared OMol25 structures with the same formula, charge and spin	1.232	eV
HOMO-LUMO gap	0.3433	Ha
SMILES	CN(Cc1ccccc1)C(=O)c1ccc(NC(=O)c2ccccc2)cc1

***

[2]
DFT (ωB97M-V/def2-TZVPD) results for C24H31N6O2PbS4 as an isolated structure.

CARTESIAN COORDINATES (ANGSTROEM)
Pb  -0.36  0.26  -0.28
O  -2.33  -2.56  2.50
C  -1.62  -1.75  1.92
N  -1.79  -1.25  0.69
C  -3.07  -1.48  0.07
C  -3.66  -0.19  -0.46
C  -5.01  -0.10  -0.78
C  -5.51  1.09  -1.27
C  -4.65  2.17  -1.44
C  -3.32  2.00  -1.11
N  -2.84  0.84  -0.63
C  -0.43  -1.17  2.68
C  -0.05  -1.74  3.88
C  1.00  -1.18  4.58
C  1.63  -0.06  4.05
C  1.19  0.44  2.84
N  0.18  -0.10  2.17
H  -2.99  -2.19  -0.77
H  -3.76  -1.94  0.78
H  -5.66  -0.96  -0.62
H  -6.56  1.18  -1.51
H  -5.00  3.11  -1.82
H  -2.61  2.80  -1.23
H  -0.61  -2.59  4.25
H  1.32  -1.59  5.52
H  2.45  0.42  4.57
H  1.65  1.32  2.40
C  -0.73  -1.99  -5.46
C  -0.49  -1.29  -4.16
S  -0.98  -1.89  -2.74
C  0.29  -0.01  -4.24
C  1.61  -0.11  -4.95
S  -0.30  1.37  -3.65
H  -1.43  -2.81  -5.33
H  0.21  -2.38  -5.85
H  -1.12  -1.28  -6.20
H  1.45  -0.40  -5.99
H  2.22  -0.89  -4.49
H  2.13  0.84  -4.92
C  0.59  6.35  2.48
C  0.88  6.17  0.99
C  1.33  4.78  0.68
N  0.55  3.80  0.41
N  1.20  2.61  0.21
C  2.50  2.72  0.33
N  3.35  1.68  0.13
S  3.02  4.32  0.71
H  0.25  7.37  2.68
H  1.49  6.17  3.08
H  -0.18  5.66  2.81
H  1.64  6.89  0.66
H  -0.02  6.36  0.40
H  2.97  0.74  0.05
H  4.32  1.77  0.37
O  1.98  -1.08  0.09
S  2.35  -2.49  -0.31
C  3.08  -3.23  1.18
C  2.40  -4.58  1.38
C  0.92  -4.33  1.11
C  0.86  -3.53  -0.19
H  2.82  -2.52  1.97
H  4.16  -3.27  1.07
H  2.59  -4.96  2.39
H  2.80  -5.31  0.68
H  0.48  -3.75  1.93
H  0.36  -5.25  1.03
H  0.00  -2.86  -0.26
H  0.87  -4.18  -1.07

Computed properties:
energy above the lowest of the compared OMol25 structures with the same formula, charge and spin	1.020	eV
total charge	+1
HOMO-LUMO gap	0.2723	Ha